Below is a structure of composition C17H19N3ORuS, with properties calculated with the ωB97M-V functional and the def2-TZVPD basis.

Output
M (g/mol): 414.50
Calculated total energy (eV): -37855.0563
Multiplicity: 5
Max |F| (eV Å⁻¹): 2.280
Total charge: +2
<S²>: 6.087

Element x y z (Å)
Ru (-0.191, -0.575, 0.111)
N (0.056, 0.143, 4.466)
C (-0.163, 0.104, 3.166)
S (0.587, -1.184, 2.210)
N (-0.914, 0.965, 2.552)
N (-1.065, 0.945, 1.240)
C (-1.896, 1.875, 0.804)
C (-2.227, 2.207, -0.522)
C (-3.125, 3.264, -0.775)
C (-3.377, 3.681, -2.063)
C (-2.729, 3.063, -3.148)
C (-1.864, 2.016, -2.949)
C (-1.593, 1.532, -1.639)
O (-0.810, 0.544, -1.459)
H (0.594, -0.579, 4.924)
H (-0.328, 0.890, 5.032)
H (-2.335, 2.494, 1.588)
H (-3.623, 3.738, 0.058)
H (-4.072, 4.481, -2.256)
H (-2.919, 3.404, -4.156)
H (-1.396, 1.515, -3.784)
C (1.392, -0.212, -4.005)
C (1.223, -1.012, -2.768)
C (2.234, -1.000, -1.794)
C (2.167, -1.815, -0.654)
C (3.384, -2.086, 0.158)
C (0.944, -2.481, -0.388)
C (-0.121, -2.447, -1.328)
C (-1.370, -3.224, -1.026)
C (0.077, -1.786, -2.550)
H (1.257, 0.846, -3.773)
H (0.678, -0.495, -4.772)
H (2.404, -0.310, -4.396)
H (3.153, -0.467, -2.001)
H (3.664, -1.243, 0.794)
H (4.226, -2.260, -0.514)
H (3.247, -2.966, 0.780)
H (0.907, -3.215, 0.416)
H (-2.003, -2.665, -0.305)
H (-1.126, -4.181, -0.564)
H (-1.958, -3.403, -1.924)
H (-0.672, -1.867, -3.327)

---

Below is a structure of composition C3H5LiO7, with properties calculated with the ωB97M-V functional and the def2-TZVPD basis.

Output
M (g/mol): 160.01
Calculated total energy (eV): -17729.6908
Max |F| (eV Å⁻¹): 7.747
Total charge: -2

Element x y z (Å)
Li (-0.005, 0.602, 0.067)
C (-3.391, 0.039, 0.024)
O (-2.054, 0.476, -0.078)
H (-3.733, -0.514, -0.851)
H (-3.628, -0.652, 0.832)
H (-4.059, 0.896, 0.115)
O (3.321, 0.976, 2.206)
C (2.243, 0.325, 2.269)
O (1.177, 0.652, 1.740)
O (2.422, -0.592, 3.030)
H (3.466, 0.306, 2.879)
O (0.809, -0.665, -3.575)
C (0.782, -0.264, -2.286)
O (0.979, -1.078, -1.403)
O (0.517, 0.890, -1.913)
H (1.154, -1.396, -3.058)

---

Below is a cluster of 2 separate species, C3H7NO4 in total, with properties calculated with the ωB97M-V functional and the def2-TZVPD basis.

Output
M (g/mol): 121.09
Calculated total energy (eV): -12901.1976
Max |F| (eV Å⁻¹): 3.420
Total charge: 0
SMILES: CCN(O)O.O=C=O

Element x y z (Å)
C (-0.964, 0.333, 3.690)
C (1.170, 0.100, -2.048)
C (1.072, -0.128, -0.564)
N (-0.464, -0.188, 0.064)
O (-2.115, 0.439, 3.599)
O (0.166, 0.117, 3.851)
O (-1.260, 0.909, 0.217)
O (-1.150, -1.295, -0.642)
H (0.436, -0.563, -2.500)
H (0.963, 1.125, -2.415)
H (2.144, -0.078, -2.505)
H (1.524, 0.649, 0.038)
H (1.341, -1.276, -0.397)
H (-1.324, 1.550, -0.518)
H (-1.538, -1.694, 0.131)

---

Below is a structure of composition C3H4N2OS, with properties calculated with the ωB97M-V functional and the def2-TZVPD basis.

Output
M (g/mol): 116.14
Calculated total energy (eV): -19032.2666
Multiplicity: 3
Max |F| (eV Å⁻¹): 3.660
Total charge: 0
<S²>: 2.019

Element x y z (Å)
C (1.026, -0.665, 0.583)
C (-0.278, 1.511, -1.764)
C (-0.337, -1.190, 1.160)
N (1.050, 0.475, 0.065)
N (-0.062, 1.141, 0.135)
O (-1.243, 1.073, -2.295)
S (-1.363, 0.274, 0.923)
H (1.879, -1.277, 0.390)
H (0.542, 2.114, -2.053)
H (-0.826, -2.004, 0.696)
H (-0.389, -1.451, 2.160)